1.
The following is a DFT calculation (ωB97M-V/def2-TZVPD) of a molecular structure, C24H56F6N4O8V.

Geometry as XYZ:
```
99
Properties=species:S:1:pos:R:3:forces:R:3
V -0.354 -0.045 0.061 0.915 -1.318 0.609
C 1.552 2.135 -1.916 -0.681 -1.402 0.457
O 2.067 1.297 -2.951 -0.797 -0.872 1.488
O 0.723 1.381 -1.040 0.299 0.435 -0.075
C 2.709 2.940 -1.214 -0.578 -2.073 -0.084
F 2.251 3.834 -0.360 -0.504 0.327 0.793
F 3.606 2.150 -0.568 -0.292 0.291 -0.189
F 3.329 3.612 -2.155 0.982 0.459 -0.884
C 2.122 1.784 -4.268 1.572 -0.308 -1.344
C 2.220 0.622 -5.330 -0.582 0.086 1.236
H 3.129 0.044 -5.160 0.128 0.221 -0.221
H 1.410 -0.102 -5.236 -0.215 0.081 0.404
H 2.117 0.934 -6.369 0.475 0.503 0.167
H 3.085 2.296 -4.261 -0.046 0.453 -0.835
H 1.352 2.504 -4.543 -0.382 -0.059 0.323
H 1.077 2.957 -2.451 -0.988 0.157 0.206
C -1.061 -2.629 2.367 -0.312 3.363 -0.820
O -0.296 -1.812 3.305 -1.443 -2.005 0.169
O -1.284 -1.721 1.319 0.796 -0.814 -1.126
C -0.319 -3.967 2.134 0.316 -0.023 -1.217
F -0.990 -4.899 1.456 -1.575 0.006 -0.167
F 0.747 -3.786 1.378 1.981 0.647 -1.048
F 0.137 -4.584 3.200 -0.174 0.104 1.812
C -0.696 -1.874 4.664 1.620 0.328 1.340
C -1.119 -0.515 5.159 -0.947 0.338 -0.706
H -1.169 -0.435 6.245 0.153 -0.093 -0.057
H -0.466 0.252 4.742 0.166 0.082 0.319
H -2.112 -0.320 4.754 -0.183 0.311 0.083
H 0.222 -2.084 5.212 0.112 -0.509 0.178
H -1.424 -2.616 4.992 -0.101 -0.284 -0.745
H -2.050 -2.944 2.699 -0.139 0.124 0.807
C -2.829 3.043 -1.059 -0.013 2.375 0.692
C -2.068 2.707 0.220 0.886 1.672 -1.771
C -2.504 3.405 1.503 1.570 -1.356 -0.520
O -1.597 2.793 2.455 -1.333 0.554 1.590
C -1.746 3.225 3.843 1.182 0.607 -0.451
N -2.097 1.282 0.189 -0.721 -1.722 1.503
H -3.842 2.639 -1.076 0.005 -0.127 0.081
H -2.275 2.741 -1.947 -0.017 -0.003 0.122
H -2.930 4.128 -1.029 -0.167 0.207 -0.726
H -1.037 3.028 0.073 0.173 0.043 -0.061
H -3.559 3.203 1.688 -0.086 0.345 0.532
H -2.200 4.441 1.359 -0.699 0.280 0.348
H -0.929 2.842 4.454 -0.100 -1.094 -0.321
H -2.695 3.011 4.334 -0.097 -0.037 -0.455
H -1.438 4.266 3.943 -0.853 0.547 -0.408
H -2.828 1.141 -0.492 0.363 -1.385 -0.864
H -2.693 1.057 0.973 0.421 -0.972 1.103
C 3.756 -1.841 -0.624 1.250 -0.489 -0.618
C 2.311 -1.715 -0.992 -0.799 -1.294 -3.086
C 1.691 -3.039 -1.706 0.683 0.703 0.458
O 0.299 -2.919 -2.003 -0.317 0.235 -0.330
C -0.116 -4.009 -2.823 0.990 -0.712 0.049
N 1.522 -1.427 0.133 -2.030 0.431 0.826
H 4.023 -2.314 0.321 -0.657 -0.361 0.058
H 4.252 -0.872 -0.558 -0.145 0.189 -0.303
H 4.244 -2.430 -1.400 0.392 0.160 -0.050
H 2.184 -0.909 -1.714 0.240 0.013 -0.268
H 1.777 -3.930 -1.084 0.319 -0.005 0.548
H 2.229 -3.296 -2.618 0.219 0.378 -0.222
H 0.083 -4.918 -2.255 0.255 -0.335 -0.307
H 0.453 -3.956 -3.751 0.242 -0.399 -0.078
H -1.151 -4.123 -3.146 -0.364 1.087 0.651
H 1.303 -2.359 0.454 -0.871 0.286 0.691
H 2.153 -1.118 0.859 -0.243 0.480 0.475
C 1.714 2.573 2.394 0.819 0.612 0.390
C 1.719 1.078 2.053 2.050 2.215 0.057
C 2.647 0.229 3.057 -2.569 -0.259 -2.521
O 2.479 -1.143 2.566 2.144 0.879 1.342
C 3.600 -2.009 2.946 -1.840 -0.473 0.601
N 0.270 0.736 2.014 1.503 -0.961 0.564
H 1.426 2.885 3.398 -0.804 -0.764 0.366
H 1.026 3.043 1.691 0.326 0.307 0.034
H 2.681 3.077 2.412 0.307 -0.227 -0.914
H 2.166 1.040 1.059 -0.216 -0.324 -0.044
H 2.155 0.496 3.993 0.449 -0.929 0.816
H 3.710 0.465 3.032 -0.232 0.525 -0.038
H 3.431 -2.223 4.001 0.524 -0.012 0.164
H 4.623 -1.683 2.757 -0.228 0.638 -0.172
H 3.432 -2.955 2.432 0.003 0.095 -0.142
H 0.289 0.327 2.937 -1.313 -1.897 -0.197
H -0.281 1.541 2.277 -0.147 0.839 -0.738
C -1.369 -0.965 -4.240 0.000 0.956 0.473
C -1.764 -0.164 -2.925 -1.159 0.330 -1.039
C -3.281 0.158 -2.924 -0.743 -0.682 -0.526
O -3.861 0.049 -1.639 0.823 0.829 1.297
C -5.234 0.337 -1.616 -0.885 -0.182 -1.241
N -1.373 -0.907 -1.724 -0.601 -1.203 -0.953
H -0.284 -1.063 -4.266 0.001 0.278 -0.202
H -1.758 -0.495 -5.143 0.365 0.588 0.052
H -1.746 -1.975 -4.398 -0.425 -0.193 1.018
H -1.266 0.803 -2.845 0.397 -0.133 -0.544
H -3.899 -0.523 -3.510 0.459 -0.507 -0.625
H -3.461 1.120 -3.404 0.032 0.453 0.294
H -5.705 0.483 -0.644 0.782 -0.241 0.313
H -5.743 -0.488 -2.116 -0.337 -0.118 0.025
H -5.464 1.224 -2.206 0.075 0.272 -0.078
H -2.149 -1.542 -1.601 -1.470 0.476 1.808
H -0.991 -1.708 -2.205 2.655 -0.040 0.599
```
Positions in Å, forces in eV/Å.

## Properties
Multiplicity: 3
HOMO-LUMO gap (spin up / spin down), eV: 7.98 / 9.20
Total charge: +1
<S²>: 2.02
Highest occupied orbital energy (spin up / spin down), eV: -11.26 / -11.33

Atom charges from the Löwdin analysis, given in e for atoms 1 to 4: number 1, V, carries 1.1335; number 2, C, carries -0.3239; number 3, O, carries -0.1018; number 4, O, carries -0.2464

---

2.
The following is a DFT calculation (ωB97M-V/def2-TZVPD) of 7 unconnected molecules or ions with the total composition C30H50N6O2P.

Geometry as XYZ:
```
89
Properties=species:S:1:pos:R:3:forces:R:3
C 1.740 3.644 1.306 -0.758 0.627 0.247
O 2.340 3.737 -0.009 0.695 -1.104 0.708
C 3.168 2.592 -0.314 0.228 -1.163 -0.850
C 2.360 1.192 -0.251 0.590 -0.316 -0.078
C 3.331 -0.073 -0.596 -0.391 1.278 -0.347
C 4.275 -0.489 0.644 0.151 0.385 -0.979
C 4.476 -2.072 0.834 1.059 -0.116 0.792
C 3.860 -2.644 2.232 -1.386 0.447 -0.519
C 2.459 -3.446 1.985 0.445 0.911 -0.637
C 1.594 -2.532 0.991 -0.930 -1.118 -0.336
C 0.005 -2.853 1.010 0.310 0.579 -0.385
C -0.528 -2.440 -0.475 0.562 -0.288 1.090
C -2.130 -2.545 -0.563 0.610 -0.265 -0.131
P -2.960 -0.961 -1.213 -0.446 0.896 2.534
O -1.878 0.345 -1.392 -1.499 -3.093 -0.691
C -4.282 -0.521 0.079 -1.069 0.886 1.401
C -5.781 -0.598 -0.297 1.372 0.949 3.293
C -6.807 -0.264 0.818 4.111 -0.132 0.297
C -6.277 0.124 2.229 1.544 -0.782 -2.342
C -4.769 0.201 2.586 -0.794 -1.009 -3.828
C -3.730 -0.121 1.478 -3.869 -0.279 -0.353
H 2.320 2.959 2.026 -0.901 0.995 -1.124
H 0.645 3.302 1.170 1.668 0.209 0.458
H 1.683 4.712 1.733 0.250 -1.635 -0.602
H 4.140 2.566 0.315 -1.626 0.010 -0.577
H 3.531 2.682 -1.415 -0.760 0.112 1.836
H 1.908 0.971 0.774 0.545 0.578 -1.232
H 1.500 1.258 -1.015 1.275 -0.068 1.073
H 2.635 -0.900 -0.961 1.202 0.882 0.553
H 3.972 0.280 -1.483 -0.895 -0.823 1.162
H 5.313 -0.033 0.414 -1.628 -0.644 0.507
H 3.873 0.044 1.569 0.595 -1.047 -1.109
H 4.116 -2.646 -0.084 0.385 0.758 1.294
H 5.616 -2.251 0.891 -1.786 0.203 -0.168
H 4.602 -3.275 2.821 -0.969 0.920 -0.826
H 3.544 -1.699 2.820 0.771 -1.640 -0.566
H 2.637 -4.452 1.461 -0.246 1.403 0.894
H 1.880 -3.621 2.955 0.935 0.237 -1.214
H 1.707 -1.411 1.175 0.062 -1.541 -0.147
H 1.937 -2.772 -0.088 -0.406 0.579 1.746
H -0.250 -3.952 1.228 0.541 1.600 -0.409
H -0.483 -2.197 1.830 0.579 -1.027 -1.352
H -0.019 -3.176 -1.190 -0.871 1.249 0.791
H -0.120 -1.370 -0.637 -0.778 -1.698 -0.008
H -2.509 -2.764 0.499 0.180 0.683 -1.665
H -2.479 -3.411 -1.233 0.513 1.318 0.898
H -3.637 -1.189 -2.453 0.502 0.161 0.517
H -1.261 0.047 -2.111 -0.253 0.669 0.741
H -6.068 -0.918 -1.368 0.238 0.621 2.083
H -7.908 -0.345 0.550 1.654 0.206 0.654
H -7.072 0.328 3.030 1.488 -0.278 -1.276
H -4.397 0.476 3.625 -0.719 -0.504 -1.632
H -2.596 -0.107 1.681 -2.060 0.034 -0.308
C -3.291 -5.715 2.563 0.655 -0.176 -0.615
C -2.241 -6.026 1.539 2.919 -0.994 -2.912
N -1.406 -6.285 0.718 -3.834 1.317 3.711
H -3.484 -6.597 3.175 0.069 0.060 -0.102
H -2.952 -4.902 3.207 0.031 -0.085 -0.075
H -4.215 -5.416 2.067 0.110 -0.058 -0.008
C 3.677 5.134 -3.718 -0.117 -0.839 -0.231
C 3.494 3.707 -4.138 -0.298 -2.383 -0.658
N 3.349 2.582 -4.466 0.424 3.560 1.097
H 4.734 5.333 -3.533 -0.096 -0.093 -0.048
H 3.322 5.800 -4.506 0.031 -0.129 0.032
H 3.111 5.327 -2.805 0.032 -0.120 -0.067
C -2.490 2.917 5.726 -0.136 -0.874 -0.114
C -2.728 1.454 5.508 -0.348 -2.450 -0.314
N -2.915 0.300 5.335 0.611 3.708 0.511
H -3.433 3.461 5.657 0.063 -0.121 0.005
H -2.057 3.078 6.715 -0.052 -0.096 -0.094
H -1.802 3.298 4.969 -0.060 -0.112 0.055
C 5.693 2.662 3.858 -0.731 -0.534 -0.068
C 4.478 1.792 3.743 -2.020 -1.446 -0.136
N 3.521 1.106 3.653 2.979 2.244 0.314
H 6.468 2.143 4.424 -0.130 -0.004 -0.054
H 6.075 2.897 2.863 -0.091 -0.068 0.069
H 5.437 3.590 4.370 -0.041 -0.122 -0.046
C 2.072 2.856 -7.548 0.152 0.498 -0.857
C 2.238 3.620 -8.827 0.241 1.274 -2.175
N 2.369 4.222 -9.834 -0.416 -1.894 3.201
H 1.254 3.282 -6.965 0.090 0.002 -0.090
H 1.848 1.811 -7.766 0.045 0.120 -0.033
H 2.991 2.908 -6.962 -0.118 -0.018 -0.096
C -6.894 -1.179 -5.244 -0.317 -0.236 0.817
C -7.369 -1.511 -3.861 -0.852 -0.568 2.292
N -7.746 -1.773 -2.773 1.314 0.870 -3.457
H -7.681 -0.657 -5.791 0.048 -0.057 0.118
H -6.012 -0.538 -5.189 -0.111 -0.041 0.044
H -6.636 -2.095 -5.778 -0.063 0.055 0.108
```
Positions in Å, forces in eV/Å.

## Properties
HOMO-LUMO gap, eV: 8.16
Total charge: +1
Highest occupied orbital energy, eV: -11.52

Atom charges from the Löwdin analysis, given in e for atoms 1 to 4: number 1, C, carries -0.1223; number 2, O, carries -0.2422; number 3, C, carries -0.2223; number 4, C, carries -0.1859